[1]
Below is a cluster of 14 separate species, CH29O14 in total at a distorted geometry, with properties calculated with ωB97M-V/def2-TZVPD.

Calculated values
LUMO level = 2.460 eV
Total charge = -1
2S+1 = 1
Total energy = -30174.2112 eV
Gap between HOMO and LUMO = 8.454 eV
ΔE to the lowest compared entry with this formula, charge and spin = 20.1 kcal per mole

XYZ file:
```
44
CH29O14, DFT ωB97M-V/def2-TZVPD
C -0.16 0.12 0.09
O -0.84 1.42 -0.05
H -0.70 -0.26 0.94
H 0.90 0.26 0.20
H -0.31 -0.57 -0.70
O -2.88 -1.91 0.43
H -1.94 -2.02 0.40
H -2.97 -1.09 0.88
O 3.25 0.58 1.71
H 4.01 1.00 2.12
H 2.59 1.32 1.68
O 1.16 2.43 -1.46
H 1.03 3.37 -1.31
H 0.57 2.14 -0.74
O 0.95 -0.88 -2.92
H 0.30 -0.82 -2.23
H 1.60 -1.46 -2.54
O -0.19 1.80 2.65
H 0.50 2.47 2.61
H -0.40 1.68 1.73
O -2.65 0.43 -1.91
H -2.07 0.79 -1.22
H -3.30 1.01 -2.29
O -1.69 3.80 -0.33
H -1.74 3.94 -1.26
H -1.26 2.97 -0.16
O -0.24 -3.19 -1.43
H 0.33 -3.93 -1.68
H -1.09 -3.33 -1.87
O 2.99 -1.97 -1.30
H 3.91 -2.08 -1.04
H 2.98 -1.03 -1.30
O -3.14 0.70 1.18
H -2.26 0.75 0.77
H -3.75 1.25 0.65
O -0.19 -2.90 1.30
H 0.59 -3.29 1.64
H 0.05 -2.95 0.34
O -1.09 -1.08 3.17
H -1.14 -0.19 2.90
H -0.82 -1.60 2.37
O 3.35 0.73 -0.92
H 3.17 0.39 -0.01
H 2.56 1.21 -1.11
```

Here are the Mulliken charges for atoms 1 to 6, given in e: C 1.751; O -0.433; H -1.294; H -0.231; H -0.385; O -0.687



[2]
Below is a structure of composition CH2BiO4 at a distorted geometry, with properties calculated with ωB97M-V/def2-TZVPD.

Calculated values
LUMO level = -7.128 eV
Total charge = +1
2S+1 = 1
Total energy = -15087.9243 eV
Gap between HOMO and LUMO = 7.235 eV

XYZ file:
```
8
CH2BiO4, DFT ωB97M-V/def2-TZVPD
O -0.27 1.32 -0.31
C -1.26 0.45 -0.26
O -1.72 0.42 0.95
O -1.12 -0.66 -0.89
Bi 0.59 0.89 1.43
H 0.50 -1.39 0.09
O 1.21 -0.97 0.97
H 2.09 -1.34 1.08
```

Here are the Mulliken charges for atoms 1 to 6, given in e: O -0.512; C 0.877; O -0.566; O -0.632; Bi 1.489; H 0.556



[3]
Below is a structure of composition CH2Br2ClOP at a distorted geometry, with properties calculated with ωB97M-V/def2-TZVPD.

Calculated values
LUMO level (spin up / spin down) = 0.488 / -3.381 eV
2S+1 = 3
Total energy = -165010.8055 eV
Gap between HOMO and LUMO (spin up / spin down) = 7.461 / 7.551 eV
ΔE to the lowest compared entry with this formula, charge and spin = 8.2 kcal per mole
⟨S²⟩ = 2.010

XYZ file:
```
8
CH2Br2ClOP, DFT ωB97M-V/def2-TZVPD
C 0.35 -0.31 -0.32
O 2.51 0.46 2.07
P 2.55 0.14 0.64
Cl 0.24 -1.81 -1.17
Br 3.27 1.82 -0.55
Br 3.63 -1.62 0.07
H 0.33 0.62 -0.86
H 0.08 -0.29 0.68
```

Here are the Mulliken charges for atoms 1 to 6, given in e: C -0.686; O -0.463; P 0.685; Cl -0.077; Br -0.160; Br -0.117



[4]
Below is a cluster of 2 separate species, CH2Br2O3 in total at a distorted geometry, with properties calculated with ωB97M-V/def2-TZVPD.

Calculated values
LUMO level = 0.345 eV
2S+1 = 1
Total energy = -147295.1354 eV
Gap between HOMO and LUMO = 9.622 eV
ΔE to the lowest compared entry with this formula, charge and spin = 47.1 kcal per mole

XYZ file:
```
8
CH2Br2O3, DFT ωB97M-V/def2-TZVPD
O -1.19 -0.01 0.75
C -0.16 -0.45 0.31
O -0.14 -1.50 -0.45
O 1.06 0.03 0.68
H -1.09 -1.73 -0.45
H 1.78 -0.62 0.67
Br 0.08 1.52 -1.49
Br -0.34 2.75 -0.02
```

Here are the Mulliken charges for atoms 1 to 6, given in e: O -0.537; C 0.754; O -0.436; O -0.416; H 0.352; H 0.310



[5]
Below is a cluster of 2 separate species, CH2Br4P2 in total, with properties calculated with ωB97M-V/def2-TZVPD.

Calculated values
LUMO level (spin up / spin down) = -1.686 / -1.748 eV
2S+1 = 1
Total energy = -299816.9056 eV
Gap between HOMO and LUMO (spin up / spin down) = 6.951 / 7.468 eV
ΔE to the lowest compared entry with this formula, charge and spin = 19.0 kcal per mole

XYZ file:
```
9
CH2Br4P2, DFT ωB97M-V/def2-TZVPD
C 1.00 -0.27 0.52
P -1.48 -0.92 -1.34
P 0.25 1.32 0.63
Br -1.70 -3.05 -0.84
Br -3.01 -0.01 -0.05
Br 2.00 2.48 1.53
Br 0.44 1.97 -1.48
H 1.63 -0.55 -0.31
H 0.87 -0.97 1.32
```

Here are the Mulliken charges for atoms 1 to 6, given in e: C -0.690; P 0.276; P 0.240; Br -0.158; Br -0.073; Br -0.250



[6]
Below is a cluster of 2 separate species, CH2BrClO2S in total at a distorted geometry, with properties calculated with ωB97M-V/def2-TZVPD.

Calculated values
LUMO level (spin up / spin down) = -1.913 / -2.586 eV
2S+1 = 1
Total energy = -98561.3325 eV
Gap between HOMO and LUMO (spin up / spin down) = 7.932 / 6.982 eV
ΔE to the lowest compared entry with this formula, charge and spin = 61.7 kcal per mole

XYZ file:
```
8
CH2BrClO2S, DFT ωB97M-V/def2-TZVPD
C 0.93 0.96 -0.28
O -1.41 -0.96 -1.23
O -0.32 -2.23 0.67
S -0.81 -0.99 0.06
Cl -2.15 0.04 1.40
Br 2.69 0.81 0.37
H 0.54 0.57 -1.23
H 0.53 1.79 0.24
```

Here are the Mulliken charges for atoms 1 to 6, given in e: C -0.564; O -0.448; O -0.438; S 0.823; Cl -0.186; Br 0.012



Repeat the second record exactly.
Below is a structure of composition CH2BiO4 at a distorted geometry, with properties calculated with ωB97M-V/def2-TZVPD.

Calculated values
LUMO level = -7.128 eV
Total charge = +1
2S+1 = 1
Total energy = -15087.9243 eV
Gap between HOMO and LUMO = 7.235 eV

XYZ file:
```
8
CH2BiO4, DFT ωB97M-V/def2-TZVPD
O -0.27 1.32 -0.31
C -1.26 0.45 -0.26
O -1.72 0.42 0.95
O -1.12 -0.66 -0.89
Bi 0.59 0.89 1.43
H 0.50 -1.39 0.09
O 1.21 -0.97 0.97
H 2.09 -1.34 1.08
```

Here are the Mulliken charges for atoms 1 to 6, given in e: O -0.512; C 0.877; O -0.566; O -0.632; Bi 1.489; H 0.556



Look up the total energy of the first one. -30174.2112 eV